This record from the OMol25 dataset describes a structure of composition C2H2N4O in a non-equilibrium geometry. The level of theory is ωB97M-V with the def2-TZVPD basis set.

Summary:
LUMO level: -0.683 eV
Relative energy (zero: lowest compared OMol25 entry of this formula, charge and spin): 3.595 eV

Structure (XYZ):
```
9
C2H2N4O ωB97M-V with the def2-TZVPD basis set
C -1.078 0.609 0.264
C -0.817 -0.677 -0.173
N -0.078 1.457 0.039
N 0.438 -1.129 -0.146
N 1.062 1.351 -0.237
N 1.476 -0.456 -0.064
O 2.579 -0.770 0.271
H -2.030 1.002 0.558
H -1.552 -1.386 -0.512
```

Löwdin atomic charge list, values in e, 5 entries: -0.1380, -0.1011, -0.0390, 0.0899, 0.1998

This record from the OMol25 dataset describes a structure of composition C31H54AlClP in a non-equilibrium geometry. The level of theory is ωB97M-V with the def2-TZVPD basis set.

Summary:
LUMO level: 2.712 eV
Relative energy (zero: lowest compared OMol25 entry of this formula, charge and spin): 0.000 eV
Total charge: -1

Structure (XYZ):
```
88
C31H54AlClP ωB97M-V with the def2-TZVPD basis set
Al -0.684 -1.246 0.643
Cl -2.578 -1.200 1.734
P 0.360 0.546 -0.553
C 0.850 -1.048 1.858
H 1.615 -0.265 1.819
H 1.042 -1.705 2.721
C -1.051 1.301 -1.503
C 1.414 -0.509 -1.690
C -0.723 2.595 -2.261
H -1.309 0.508 -2.228
C -1.933 3.018 -3.090
H -0.475 3.385 -1.538
H 0.154 2.466 -2.909
C -3.198 3.197 -2.231
H -1.712 3.948 -3.625
H -2.128 2.243 -3.842
C -3.489 1.974 -1.359
H -3.070 4.076 -1.585
H -4.060 3.408 -2.873
C -2.252 1.523 -0.574
H -4.307 2.190 -0.660
H -3.822 1.142 -1.997
H -1.996 2.274 0.190
H -2.505 0.601 -0.034
C 1.471 1.854 0.180
C 2.722 -0.899 -0.988
H 0.787 -1.413 -1.789
C 3.505 -1.932 -1.810
H 3.357 -0.010 -0.843
H 2.493 -1.290 0.014
C 3.660 -1.532 -3.278
H 4.494 -2.073 -1.361
H 2.989 -2.899 -1.749
C 2.343 -1.083 -3.924
H 4.387 -0.713 -3.355
H 4.078 -2.369 -3.849
C 1.635 0.009 -3.115
H 2.521 -0.731 -4.947
H 1.674 -1.951 -3.999
H 2.242 0.927 -3.116
H 0.673 0.258 -3.588
C 0.738 2.903 1.024
H 2.102 1.270 0.867
C 1.731 3.824 1.750
H 0.086 3.510 0.379
H 0.090 2.418 1.765
C 2.768 4.446 0.802
H 1.178 4.624 2.260
H 2.253 3.246 2.528
C 3.420 3.419 -0.134
H 2.285 5.223 0.195
H 3.547 4.954 1.382
C 2.388 2.540 -0.842
H 4.039 3.928 -0.882
H 4.089 2.774 0.455
H 1.777 3.154 -1.519
H 2.909 1.809 -1.470
C -0.550 1.004 4.220
C 0.648 0.511 4.631
H -0.600 1.735 3.408
C 0.777 -0.726 5.466
H 1.582 0.963 4.281
C -0.560 -1.478 5.524
H 1.557 -1.395 5.076
H 1.063 -0.447 6.493
C -1.693 -0.520 5.875
H -0.757 -1.927 4.546
H -0.500 -2.291 6.251
C -1.855 0.580 4.799
H -2.639 -1.057 6.005
H -1.469 -0.020 6.826
H -2.521 0.220 3.999
H -2.364 1.453 5.238
C -3.787 -4.423 -1.590
C -2.254 -4.421 -1.638
C -1.701 -5.185 -0.430
C -1.795 -5.052 -2.951
C -1.726 -3.060 -1.520
C -1.198 -2.069 -1.020
H -4.159 -5.455 -1.635
H -4.207 -3.860 -2.430
H -4.142 -3.970 -0.659
H -2.032 -6.225 -0.446
H -0.607 -5.151 -0.447
H -2.041 -4.708 0.495
H -2.185 -4.498 -3.810
H -0.703 -5.061 -3.007
H -2.156 -6.086 -3.003
```

Löwdin atomic charge list, values in e, 5 entries: -0.3188, 0.2394, 1.0833, -0.2626, -0.1047

This record from the OMol25 dataset describes a structure of composition C20H24NPtSSbSi. The level of theory is ωB97M-V with the def2-TZVPD basis set.

Summary:
LUMO level: -7.414 eV
Relative energy (zero: lowest compared OMol25 entry of this formula, charge and spin): 0.000 eV
Total charge: +2

Structure (XYZ):
```
49
C20H24NPtSSbSi ωB97M-V with the def2-TZVPD basis set
Pt -0.942 0.345 -0.378
S -1.847 0.416 1.715
C -1.893 -1.342 1.491
C -2.364 -2.316 2.345
C -2.317 -3.629 1.901
C -1.822 -3.923 0.636
C -1.360 -2.893 -0.159
N -1.385 -1.631 0.281
H -2.760 -2.053 3.316
H -2.678 -4.425 2.539
H -1.798 -4.938 0.267
H -0.964 -3.060 -1.148
C -3.217 3.382 -0.614
Sb -1.165 2.913 -0.486
C -0.206 3.894 -2.091
C -0.451 3.807 1.279
H -3.323 4.465 -0.588
H -3.734 2.938 0.235
H -3.631 2.994 -1.542
H -0.308 4.968 -1.938
H -0.683 3.625 -3.032
H 0.851 3.637 -2.118
H -0.741 4.856 1.283
H 0.634 3.729 1.317
H -0.884 3.297 2.138
C 3.491 -1.264 3.388
C 3.780 0.038 3.001
C 3.138 0.586 1.903
C 2.205 -0.168 1.179
C 1.917 -1.480 1.586
C 2.561 -2.022 2.682
Si 1.430 0.625 -0.251
C 0.968 -0.294 -1.787
C 0.036 0.308 -2.673
C -0.576 -0.467 -3.677
C -0.240 -1.792 -3.833
C 0.718 -2.377 -2.993
C 1.276 -1.661 -1.960
H 3.994 -1.693 4.244
H 4.504 0.622 3.552
H 3.377 1.601 1.604
H 1.191 -2.080 1.050
H 2.347 -3.036 2.991
H 1.843 2.025 -0.445
H -0.044 1.386 -2.747
H -1.261 0.005 -4.370
H -0.687 -2.375 -4.627
H 1.021 -3.403 -3.161
H 1.995 -2.137 -1.304
```

Löwdin atomic charge list, values in e, 5 entries: 0.6719, 0.6498, -0.6887, -0.0350, -0.0038